Record 1
Entry from the OMol25 dataset: a single CHN3O molecule (wB97M-V/def2-TZVPD).

## Properties
structure (SMILES) = c1nnon1
net charge = 0
HOMO-LUMO gap = 0.4414 hartree
energy above the lowest of the compared OMol25 structures with the same formula, charge and spin = 93.5 kcal/mol

Structure (XYZ):
```
6
CHN3O | the OMol25 dataset | wB97M-V/def2-TZVPD
C 0.546 -0.746 0.517
N 0.523 -0.569 -0.829
N -0.225 0.385 -1.107
O -0.655 0.882 0.196
N -0.181 0.052 1.143
H 1.142 -1.659 0.875
```

---

Record 2
Entry from the OMol25 dataset: 11 unconnected molecules or ions with the total composition C28H85N7O11 (wB97M-V/def2-TZVPD).

## Properties
structure (SMILES) = COC[C@H](C)N.COC[C@H](C)N.COC[C@H](C)N.COC[C@H](C)N.COC[C@H](C)N.COC[C@H](C)N.COC[C@H](C)N.O.O.O.O
net charge = 0
HOMO-LUMO gap = 0.2937 hartree
energy above the lowest of the compared OMol25 structures with the same formula, charge and spin = 142.5 kcal/mol

Structure (XYZ):
```
131
C28H85N7O11 | the OMol25 dataset | wB97M-V/def2-TZVPD
C 1.642 4.273 0.645
O 0.651 3.335 0.198
C -0.409 3.788 -0.461
C -1.001 2.510 -1.175
C -2.170 2.892 -2.029
N -1.470 1.520 -0.161
H 1.087 5.091 1.103
H 2.083 4.869 -0.154
H 2.344 3.895 1.388
H -1.108 4.015 0.344
H -0.243 4.750 -0.947
H -0.225 2.090 -1.814
H -2.031 3.564 -2.875
H -2.888 3.371 -1.363
H -2.729 2.036 -2.406
H -0.697 1.179 0.393
H -1.673 0.704 -0.719
C -0.594 -0.529 5.323
O -1.431 -0.352 4.215
C -1.560 -1.605 3.484
C -2.958 -1.580 2.641
C -4.237 -1.394 3.528
N -3.060 -2.755 1.859
H 0.232 -1.223 5.173
H -1.110 -0.899 6.208
H -0.326 0.478 5.643
H -0.694 -1.701 2.829
H -1.471 -2.509 4.086
H -2.926 -0.687 2.016
H -5.143 -1.266 2.935
H -3.944 -0.561 4.166
H -4.565 -2.224 4.154
H -3.367 -2.462 0.943
H -2.105 -2.796 1.531
C 7.740 3.394 -0.204
O 6.430 4.005 -0.195
C 5.782 3.962 -1.495
C 4.298 3.473 -1.517
C 4.077 2.241 -0.573
N 3.928 3.122 -2.866
H 8.266 3.652 0.715
H 8.353 3.683 -1.058
H 7.582 2.324 -0.345
H 5.871 4.952 -1.944
H 6.267 3.261 -2.175
H 3.687 4.322 -1.211
H 4.748 1.432 -0.862
H 3.078 1.844 -0.396
H 4.379 2.591 0.414
H 2.963 2.827 -2.899
H 3.890 3.995 -3.374
C -4.981 4.415 5.113
O -4.523 3.102 4.635
C -3.126 2.898 4.501
C -2.751 3.509 3.175
C -3.537 3.090 1.950
N -1.334 3.253 2.986
H -4.752 5.292 4.507
H -4.504 4.535 6.086
H -6.062 4.397 5.253
H -2.661 3.367 5.368
H -2.899 1.848 4.682
H -2.812 4.590 3.301
H -3.293 3.687 1.072
H -4.623 3.119 2.037
H -3.395 2.031 1.734
H -1.116 3.070 2.016
H -1.134 2.388 3.467
C -4.834 -0.349 -0.424
O -5.326 0.012 -1.722
C -4.665 -0.536 -2.799
C -5.169 -0.079 -4.176
C -4.692 -0.943 -5.377
N -4.594 1.224 -4.462
H -4.173 0.461 -0.119
H -4.258 -1.272 -0.363
H -5.639 -0.218 0.300
H -3.615 -0.248 -2.757
H -4.669 -1.624 -2.744
H -6.229 0.170 -4.222
H -3.629 -1.174 -5.452
H -4.988 -0.520 -6.337
H -5.080 -1.957 -5.276
H -4.849 1.405 -5.422
H -3.596 1.158 -4.599
C 7.088 -3.855 3.430
O 7.198 -3.263 2.126
C 5.932 -2.694 1.697
C 6.068 -2.285 0.201
C 4.906 -1.346 -0.297
N 6.371 -3.397 -0.629
H 6.213 -4.467 3.651
H 7.289 -3.077 4.166
H 7.949 -4.524 3.438
H 5.149 -3.450 1.764
H 5.666 -1.783 2.234
H 7.007 -1.734 0.142
H 5.145 -1.277 -1.358
H 5.034 -0.413 0.252
H 3.922 -1.809 -0.212
H 7.341 -3.560 -0.401
H 5.903 -4.194 -0.221
C -1.964 -4.127 -1.828
O -1.495 -3.537 -0.650
C -0.195 -4.013 -0.204
C -0.069 -5.470 0.314
C -0.688 -5.825 1.662
N 1.271 -5.865 0.303
H -2.989 -3.888 -2.111
H -2.027 -5.213 -1.885
H -1.258 -3.751 -2.569
H 0.477 -3.833 -1.044
H 0.239 -3.309 0.506
H -0.501 -6.144 -0.425
H -0.114 -6.615 2.146
H -1.742 -6.004 1.449
H -0.490 -4.944 2.273
H 1.598 -5.680 -0.635
H 1.330 -6.873 0.289
O -1.736 0.874 -5.220
H -0.953 0.576 -4.758
H -1.456 0.967 -6.131
O 1.842 -0.165 -6.006
H 2.162 -0.679 -6.748
H 2.564 -0.176 -5.377
O -0.610 -1.659 -4.496
H -0.544 -2.548 -4.845
H 0.081 -1.173 -4.946
O -0.930 -0.643 -1.639
H -0.661 -1.545 -1.466
H -1.049 -0.606 -2.588
```

---

Record 3
Entry from the OMol25 dataset: a single C6H9N molecule (wB97M-V/def2-TZVPD).

## Properties
structure (SMILES) = CC1=CCC(C)=N1
net charge = 0
HOMO-LUMO gap = 0.3478 hartree
energy above the lowest of the compared OMol25 structures with the same formula, charge and spin = 25.7 kcal/mol

Structure (XYZ):
```
16
C6H9N | the OMol25 dataset | wB97M-V/def2-TZVPD
C 1.718 -0.981 -1.717
C 0.601 -0.529 -0.835
C -0.705 -0.858 -0.900
C -1.397 0.048 0.050
C -0.245 0.604 0.808
C -0.422 1.260 2.126
N 0.876 0.409 0.198
H 2.678 -0.911 -1.197
H 1.552 -2.008 -2.062
H 1.762 -0.333 -2.601
H -1.152 -1.668 -1.465
H -2.325 -0.263 0.531
H -1.546 1.094 -0.369
H 0.329 2.028 2.307
H -1.432 1.661 2.275
H -0.292 0.446 2.851
```

---

Results for F_max: 0.10324; 0.11445; 0.02290 (in Eh/bohr, following the order of the records).
Results for M: 71.0; 696.0; 95.1 (in g mol⁻¹, following the order of the records).
Results for HOMO level: -12.06; -8.29; -8.46 (in eV, following the order of the records).